# 1
{
  "formula": "C5H12NO",
  "method": "ωB97M-V/def2-TZVPD",
  "elements": ["C", "C", "C", "C", "N", "C", "O", "H", "H", "H", "H", "H", "H", "H", "H", "H", "H", "H", "H"],
  "positions_angstrom": [[1.365, -1.993, 0.387], [0.942, -1.100, -0.773], [0.612, 0.380, -0.347], [-0.841, 0.466, 0.229], [-0.941, 1.736, 1.047], [-1.606, 0.756, -1.062], [-1.997, 1.859, -1.299], [2.419, -1.946, 0.637], [0.758, -1.788, 1.279], [1.029, -2.999, 0.131], [1.738, -1.090, -1.515], [-0.012, -1.445, -1.178], [0.807, 1.168, -1.066], [1.322, 0.477, 0.491], [-1.055, -0.375, 0.877], [-1.650, 2.358, 0.627], [-0.031, 2.176, 1.242], [-1.238, 1.493, 2.003], [-1.621, -0.133, -1.709]],
  "nbo_charge": [-0.619, -0.387, -0.424, -0.173, -0.689, 0.440, -0.494, 0.234, 0.187, 0.239, 0.242, 0.190, 0.241, 0.225, 0.255, 0.471, 0.451, 0.443, 0.168],
  "total_charge": 1,
  "lumo_energy_ha": -0.13210,
  "orbital_gap_ev": 11.446,
  "fmax_ha_per_bohr": 0.049,
  "smiles": "CCC[C@@H]([NH3+])C=O",
  "de_lowest_kcal_mol": 21.2
}

=====

# 2
{
  "formula": "C3H5I2NO",
  "method": "ωB97M-V/def2-TZVPD",
  "elements": ["C", "C", "C", "N", "O", "I", "I", "H", "H", "H", "H", "H"],
  "positions_angstrom": [[-1.678, -0.334, 0.340], [-0.008, -1.281, -1.361], [-0.413, -0.984, 0.157], [-1.839, -3.184, 1.133], [-2.278, 0.550, -0.095], [-2.861, -4.345, -0.200], [-2.971, -1.979, 2.131], [-0.094, -0.353, -1.839], [1.049, -1.770, -1.445], [-0.794, -1.929, -1.764], [-0.458, -2.084, 0.595], [0.405, -0.541, 0.772]],
  "nbo_charge": [0.748, -0.572, -0.669, -1.159, -0.406, 0.211, 0.525, 0.206, 0.238, 0.230, 0.360, 0.287],
  "total_charge": 0,
  "lumo_energy_ha": [-0.03996, -0.03970],
  "orbital_gap_ev": [6.350, 6.361],
  "fmax_ha_per_bohr": 0.080,
  "de_lowest_kcal_mol": 93.5
}

=====

# 3
{
  "formula": "C6H31NO11",
  "method": "ωB97M-V/def2-TZVPD",
  "elements": ["N", "C", "C", "C", "C", "C", "C", "O", "H", "H", "H", "H", "H", "H", "H", "H", "H", "H", "H", "O", "H", "H", "O", "H", "H", "O", "H", "H", "O", "H", "H", "O", "H", "H", "O", "H", "H", "O", "H", "H", "O", "H", "H", "O", "H", "H", "O", "H", "H"],
  "positions_angstrom": [[0.160, -2.333, 3.013], [1.382, -2.753, 2.419], [1.899, -2.172, 1.116], [0.913, -1.583, 0.108], [0.296, -2.494, -0.608], [-0.472, -2.216, -1.765], [-1.718, -2.458, -2.249], [-2.303, -1.896, -3.308], [-0.520, -2.113, 2.423], [-0.191, -3.064, 3.544], [1.518, -3.886, 2.336], [2.149, -2.355, 3.175], [2.811, -1.521, 1.258], [2.623, -2.972, 0.673], [0.779, -0.556, 0.321], [0.627, -3.543, -0.613], [0.097, -1.726, -2.471], [-2.427, -3.017, -1.555], [-1.745, -1.243, -3.798], [-0.712, -0.044, -4.319], [-1.448, 0.471, -4.549], [-0.443, 0.463, -3.548], [0.726, 2.036, 0.423], [1.546, 1.779, 0.831], [0.214, 2.354, 1.226], [2.788, 1.107, -1.183], [2.797, 0.159, -1.258], [1.788, 1.228, -1.029], [-0.401, 1.719, -1.942], [-0.314, 2.656, -2.380], [0.039, 1.997, -1.090], [1.452, 3.997, -1.302], [2.380, 3.597, -1.285], [1.074, 3.440, -0.534], [0.005, 1.009, 3.213], [0.444, 0.124, 3.266], [-0.877, 0.919, 3.520], [3.087, 1.576, 1.616], [3.973, 1.258, 1.247], [3.286, 2.414, 2.115], [-1.543, -0.183, 0.786], [-0.814, 0.523, 0.730], [-2.129, 0.196, 1.365], [-3.693, 1.382, 1.862], [-3.525, 1.922, 1.132], [-4.165, 0.700, 1.461], [-4.000, 1.919, -1.216], [-3.587, 1.031, -1.057], [-3.823, 2.151, -2.116]],
  "nbo_charge": [-0.846, -0.222, -0.452, -0.217, -0.166, -0.393, 0.212, -0.710, 0.365, 0.360, 0.171, 0.179, 0.200, 0.210, 0.203, 0.201, 0.193, 0.157, 0.501, -0.928, 0.466, 0.509, -1.016, 0.532, 0.526, -0.958, 0.474, 0.479, -1.002, 0.489, 0.489, -0.979, 0.477, 0.474, -0.987, 0.504, 0.480, -0.965, 0.507, 0.489, -0.959, 0.476, 0.467, -0.935, 0.481, 0.466, -0.964, 0.487, 0.478],
  "total_charge": 0,
  "lumo_energy_ha": -0.00042,
  "orbital_gap_ev": 7.927,
  "fmax_ha_per_bohr": 0.102,
  "smiles": "NCC/C=C/C=C/O.O.O.O.O.O.O.O.O.O.O",
  "de_lowest_kcal_mol": 115.4
}

=====

# 4
{
  "formula": "C2H8OSi2",
  "method": "ωB97M-V/def2-TZVPD",
  "elements": ["C", "C", "O", "Si", "Si", "H", "H", "H", "H", "H", "H", "H", "H"],
  "positions_angstrom": [[-2.710, 0.913, -0.133], [2.445, -1.088, 0.232], [-0.396, -0.468, 0.510], [-2.004, -0.714, 0.609], [1.004, -0.011, -0.148], [-3.949, 0.968, -0.164], [-2.341, 1.825, 0.393], [-2.654, 0.937, -1.200], [2.732, -0.802, 1.229], [2.266, -2.162, 0.210], [3.325, -0.821, -0.466], [0.695, 0.264, -1.467], [1.587, 1.159, 0.394]],
  "nbo_charge": [-1.251, -1.130, -1.309, 1.210, 1.512, 0.233, 0.245, 0.246, 0.241, 0.240, 0.249, -0.241, -0.244],
  "total_charge": 0,
  "lumo_energy_ha": 0.00227,
  "orbital_gap_ev": 8.328,
  "fmax_ha_per_bohr": 0.068,
  "de_lowest_kcal_mol": 0.0
}

=====

# 5
{
  "formula": "C11H22O4",
  "method": "ωB97M-V/def2-TZVPD",
  "elements": ["C", "C", "C", "C", "C", "C", "C", "C", "O", "O", "C", "C", "O", "C", "O", "H", "H", "H", "H", "H", "H", "H", "H", "H", "H", "H", "H", "H", "H", "H", "H", "H", "H", "H", "H", "H", "H"],
  "positions_angstrom": [[-2.802, -2.761, 0.160], [-3.193, -1.296, 0.315], [-2.782, -0.472, -0.903], [-3.182, 1.000, -0.810], [-2.479, 1.811, 0.282], [-0.960, 1.921, 0.100], [-0.179, 0.913, 0.941], [1.305, 1.016, 0.705], [1.847, 1.855, 0.026], [1.961, 0.049, 1.354], [3.380, 0.019, 1.245], [3.871, -0.934, 0.133], [5.274, -0.936, 0.125], [3.345, -0.528, -1.257], [3.811, 0.743, -1.625], [-3.109, -3.335, 1.031], [-1.724, -2.860, 0.047], [-3.276, -3.192, -0.720], [-2.724, -0.896, 1.216], [-4.275, -1.222, 0.448], [-1.705, -0.554, -1.059], [-3.266, -0.900, -1.786], [-2.980, 1.475, -1.773], [-4.260, 1.057, -0.639], [-2.908, 2.815, 0.263], [-2.703, 1.387, 1.262], [-0.704, 1.786, -0.952], [-0.625, 2.920, 0.382], [-0.481, -0.113, 0.730], [-0.356, 1.086, 2.006], [3.759, 1.030, 1.057], [3.757, -0.336, 2.206], [3.545, -1.953, 0.365], [5.552, -0.187, -0.424], [2.250, -0.588, -1.284], [3.749, -1.231, -1.992], [3.265, 1.411, -1.175]],
  "nbo_charge": [-0.600, -0.398, -0.397, -0.386, -0.399, -0.401, -0.507, 0.824, -0.639, -0.503, -0.109, 0.053, -0.712, -0.092, -0.746, 0.209, 0.199, 0.202, 0.190, 0.198, 0.187, 0.204, 0.200, 0.200, 0.211, 0.194, 0.209, 0.218, 0.233, 0.237, 0.200, 0.205, 0.177, 0.481, 0.163, 0.192, 0.500],
  "total_charge": 0,
  "lumo_energy_ha": 0.02744,
  "orbital_gap_ev": 10.748,
  "fmax_ha_per_bohr": 0.015,
  "smiles": "CCCCCCCC(=O)OC[C@H](O)CO",
  "de_lowest_kcal_mol": 0.0
}

=====

# 6
{
  "formula": "C13H19Br3FO6Tl",
  "method": "ωB97M-V/def2-TZVPD",
  "elements": ["Tl", "F", "O", "C", "O", "C", "C", "C", "H", "H", "H", "H", "H", "H", "O", "C", "O", "C", "C", "C", "H", "H", "H", "H", "H", "H", "O", "C", "O", "C", "C", "C", "H", "H", "H", "H", "H", "H", "C", "Br", "Br", "Br", "H"],
  "positions_angstrom": [[-2.679, -2.782, 1.809], [-0.543, -1.104, 0.880], [-1.580, -1.130, 3.981], [-1.270, -0.001, 4.390], [-1.924, 0.583, 5.405], [-1.516, 1.940, 5.634], [-0.229, 2.098, 4.782], [-0.202, 0.875, 3.856], [-1.298, 2.206, 6.667], [-2.279, 2.635, 5.285], [0.595, 2.189, 5.489], [-0.213, 3.069, 4.290], [0.754, 0.354, 3.812], [-0.503, 0.981, 2.812], [-2.834, -1.990, -1.003], [-2.774, -1.373, -2.092], [-3.599, -1.460, -3.097], [-3.456, -0.502, -4.145], [-2.376, 0.472, -3.576], [-1.679, -0.420, -2.539], [-4.317, 0.142, -4.315], [-3.089, -0.940, -5.071], [-2.811, 1.361, -3.121], [-1.684, 0.757, -4.368], [-1.030, 0.041, -1.796], [-1.028, -1.116, -3.074], [4.451, -3.588, -1.050], [3.780, -2.585, -1.372], [2.640, -2.368, -0.777], [1.978, -1.253, -1.375], [3.062, -0.488, -2.093], [4.002, -1.558, -2.482], [1.314, -0.653, -0.755], [1.347, -1.593, -2.198], [3.513, 0.315, -1.509], [2.609, -0.034, -2.976], [4.893, -0.952, -2.644], [3.715, -1.923, -3.470], [1.124, 1.852, 0.274], [1.478, 2.519, -1.485], [0.542, 3.331, 1.547], [2.740, 1.027, 1.096], [0.375, 1.067, 0.371]],
  "nbo_charge": [0.978, -0.532, -0.509, 0.825, -0.425, -0.070, -0.442, -0.524, 0.227, 0.204, 0.243, 0.237, 0.273, 0.256, -0.514, 0.832, -0.426, -0.076, -0.424, -0.501, 0.231, 0.217, 0.228, 0.241, 0.241, 0.242, -0.320, 0.783, -0.408, -0.078, -0.429, -0.518, 0.231, 0.189, 0.221, 0.252, 0.291, 0.277, -0.492, 0.228, 0.206, 0.282, 0.251],
  "total_charge": 2,
  "lumo_energy_ha": -0.49154,
  "orbital_gap_ev": 2.389,
  "fmax_ha_per_bohr": 0.083,
  "de_lowest_kcal_mol": 13.4
}